# 1
A cluster of 5 separate species, C10H15N5 in total, computed with wB97M-V/def2-TZVPD.

```
! wB97M-V def2-TZVPD RIJCOSX def2/J DEFGRID3
* xyz 0 1
C -4.32265 -0.17830 -3.01501
C -4.18666 0.13488 -1.59939
N -4.10932 0.35969 -0.47772
H -3.34624 -0.17654 -3.48909
H -4.94967 0.58696 -3.47175
H -4.80174 -1.14690 -3.11900
C 2.96682 1.80501 2.74135
C 3.78710 1.57049 3.91613
N 4.44406 1.38578 4.83989
H 2.04393 1.23172 2.80549
H 3.51158 1.50400 1.84776
H 2.73893 2.86742 2.66864
C 1.62819 -3.43891 1.79286
C 1.24390 -3.51271 0.38360
N 0.96075 -3.56217 -0.72260
H 1.57116 -2.40642 2.11938
H 2.65531 -3.79766 1.86860
H 0.97916 -4.08279 2.37629
C -1.12223 0.44911 1.05462
C -0.47305 -0.21124 2.16359
N 0.01695 -0.74277 3.05011
H -0.50737 1.17490 0.52997
H -2.00705 0.99990 1.38666
H -1.51381 -0.30042 0.36795
C 0.13592 1.66976 -2.98482
C 1.11542 1.43519 -4.01975
N 1.89275 1.24864 -4.84155
H 0.48907 1.20742 -2.06385
H -0.80318 1.19353 -3.26290
H -0.03804 2.73241 -2.84543
*
```

Results
M in g mol⁻¹: 205.3
LUMO energy in eV: -0.023
Relative energy (zero: lowest compared OMol25 entry of this formula, charge and spin) in kcal/mol: 25.3
Gap between HOMO and LUMO in eV: 11.71
SMILES: CC#N.CC#N.CC#N.CC#N.CC#N
HOMO energy in eV: -11.7

Charges per atom according to Löwdin partitioning, unit e: atom 1 (C): -0.0601, atom 2 (C): -0.2715, atom 3 (N): 0.1401, atom 4 (H): 0.0734, atom 5 (H): 0.0872, atom 6 (H): 0.0869, atom 7 (C): -0.0744, atom 8 (C): -0.2873, atom 9 (N): 0.1270, atom 10 (H): 0.0506, atom 11 (H): 0.0828, atom 12 (H): 0.0821, atom 13 (C): -0.0723, atom 14 (C): -0.2952, atom 15 (N): 0.1142, atom 16 (H): 0.0359, atom 17 (H): 0.0836, atom 18 (H): 0.0834, atom 19 (C): -0.0800, atom 20 (C): -0.2711, atom 21 (N): 0.1457, atom 22 (H): 0.0711, atom 23 (H): 0.0784, atom 24 (H): 0.0689, atom 25 (C): -0.0734, atom 26 (C): -0.2905, atom 27 (N): 0.1347, atom 28 (H): 0.0744, atom 29 (H): 0.0706, atom 30 (H): 0.0847

# 2
A cluster of 2 separate species, C10H15NO2 in total, computed with wB97M-V/def2-TZVPD.

```
! wB97M-V def2-TZVPD RIJCOSX def2/J DEFGRID3
* xyz -1 2
C -1.00541 2.26158 -2.02759
C 0.22002 1.45417 -1.56819
C -2.28729 1.60478 -1.71196
O -2.78287 0.68074 -2.31767
N -2.72754 1.84502 -0.40177
H -0.94340 3.33175 -1.69908
H -0.90921 2.33485 -3.12281
H 0.34941 0.50491 -2.11986
H -3.60591 1.45959 -0.09176
H -2.25694 2.32495 0.35260
H 0.08877 1.41699 -0.48595
H 1.23163 1.80568 -1.73351
C 3.25485 -0.72800 0.91977
C 1.21111 -1.91931 -0.10726
C 1.81601 -1.12847 0.88102
C -0.08638 -2.29647 0.13632
C -0.70361 -1.84872 1.30154
C 1.10469 -0.55938 1.95592
C -0.21000 -0.89086 2.18549
O -2.02033 -2.17170 1.62059
H 1.77833 -2.17335 -0.99800
H -0.67592 -2.93685 -0.53068
H 3.63410 -1.26621 1.82758
H 3.49019 0.32814 1.12672
H 1.62829 0.06979 2.67721
H -2.62401 -2.33996 0.89035
H -0.76738 -0.50536 3.04312
H 3.79882 -0.65829 -0.00216
*
```

Results
M in g mol⁻¹: 181.2
LUMO energy (spin up / spin down) in eV: 3.338 / 3.286
Relative energy (zero: lowest compared OMol25 entry of this formula, charge and spin) in kcal/mol: 45.1
Gap between HOMO and LUMO (spin up / spin down) in eV: 2.26 / 6.56
HOMO energy (spin up / spin down) in eV: 1.1 / -3.3

Charges per atom according to Löwdin partitioning, unit e: atom 1 (C): -0.2044, atom 2 (C): -0.0873, atom 3 (C): -0.5556, atom 4 (O): 0.0431, atom 5 (N): 0.1420, atom 6 (H): 0.1158, atom 7 (H): 0.1075, atom 8 (H): 0.0866, atom 9 (H): 0.0890, atom 10 (H): 0.0904, atom 11 (H): 0.0727, atom 12 (H): 0.0608, atom 13 (C): -0.1278, atom 14 (C): -0.1545, atom 15 (C): -0.3607, atom 16 (C): -0.1371, atom 17 (C): -0.3777, atom 18 (C): -0.1779, atom 19 (C): -0.1305, atom 20 (O): -0.0441, atom 21 (H): 0.0716, atom 22 (H): 0.0773, atom 23 (H): 0.0807, atom 24 (H): 0.0545, atom 25 (H): 0.0725, atom 26 (H): 0.0723, atom 27 (H): 0.0789, atom 28 (H): 0.0420

# 3
A cluster of 2 separate species, C10H15NO2 in total, computed with wB97M-V/def2-TZVPD.

```
! wB97M-V def2-TZVPD RIJCOSX def2/J DEFGRID3
* xyz 0 1
C 2.03268 -2.30934 2.21045
C 1.89537 -1.36592 1.48393
C 1.68529 -0.21387 0.69533
C 1.84534 1.17710 1.23249
C 0.43157 1.59902 1.12211
N -0.02713 0.26270 0.51614
C -0.62689 -0.12224 -0.73354
C -2.16231 -0.09592 -0.54066
C -0.24656 0.80231 -1.90688
C -0.27016 -1.60492 -1.11203
H 1.95427 -3.16317 2.86438
H 2.16502 -0.31057 -0.30740
H 2.61089 1.87288 0.73783
H 2.02782 1.11673 2.32027
H -0.01358 1.71557 2.11714
H 0.40353 2.45834 0.43902
H -2.38669 -1.10940 -0.25925
H -2.26127 0.57129 0.33760
H -2.58877 0.22710 -1.51085
H -1.04839 1.54230 -2.05139
H -0.10833 0.19017 -2.85579
H 0.71463 1.24420 -1.73527
H -0.73656 -2.25601 -0.38225
H -0.89717 -1.91210 -2.03964
H 0.80305 -1.85891 -1.13310
O -0.11479 0.00127 4.06721
C -0.50693 -0.95013 3.53438
O -0.93311 -1.88398 3.07248
*
```

Results
M in g mol⁻¹: 181.2
LUMO energy in eV: 0.773
Relative energy (zero: lowest compared OMol25 entry of this formula, charge and spin) in kcal/mol: 107.8
Gap between HOMO and LUMO in eV: 9.23
SMILES: C#C[C@@H]1CCN1C(C)(C)C.O=C=O
HOMO energy in eV: -8.5

Charges per atom according to Löwdin partitioning, unit e: atom 1 (C): 0.1303, atom 2 (C): -0.1233, atom 3 (C): -0.2140, atom 4 (C): -0.1821, atom 5 (C): -0.1662, atom 6 (N): 0.0170, atom 7 (C): -0.6370, atom 8 (C): -0.0302, atom 9 (C): -0.0474, atom 10 (C): -0.0489, atom 11 (H): 0.0498, atom 12 (H): 0.1389, atom 13 (H): 0.1392, atom 14 (H): 0.1120, atom 15 (H): 0.0971, atom 16 (H): 0.1097, atom 17 (H): 0.0599, atom 18 (H): 0.0914, atom 19 (H): 0.0862, atom 20 (H): 0.0759, atom 21 (H): 0.0972, atom 22 (H): 0.0572, atom 23 (H): 0.0602, atom 24 (H): 0.1180, atom 25 (H): 0.0729, atom 26 (O): 0.1867, atom 27 (C): -0.4762, atom 28 (O): 0.2259

# 4
An isolated molecule of C10H15NO3, computed with wB97M-V/def2-TZVPD.

```
! wB97M-V def2-TZVPD RIJCOSX def2/J DEFGRID3
* xyz 0 1
C -2.90513 -1.44553 0.40083
C -2.53613 -0.34452 -0.49662
C -1.81646 0.73514 -0.05332
C -1.58680 1.91936 -1.01397
O -1.15980 2.99583 -0.65113
N -1.34650 0.86169 1.21572
C -0.04449 0.95477 1.59128
O 0.15381 1.21998 2.79929
C 1.09071 0.57229 0.64739
C 0.91183 -0.92903 0.19930
C 2.15841 -1.77047 -0.13696
C 1.21324 1.45628 -0.59486
C 1.90459 2.78728 -0.23418
O 0.70154 1.15909 -1.66505
H -3.51487 -1.11306 1.31170
H -1.99921 -1.57686 0.97728
H -3.24323 -2.36395 -0.04787
H -3.07207 -0.22201 -1.42134
H -1.70804 1.56306 -2.10451
H -1.81780 1.31961 1.97640
H 2.11515 0.80224 1.12968
H 0.33672 -1.59462 0.96970
H 0.20278 -0.88763 -0.65601
H 2.97509 -1.70549 0.50286
H 2.62258 -1.69953 -1.14007
H 1.84053 -2.85710 -0.13983
H 1.69441 3.54636 -1.00678
H 2.94812 2.50138 -0.05963
H 1.50632 2.96762 0.73263
*
```

Results
M in g mol⁻¹: 197.2
LUMO energy in eV: 0.126
Relative energy (zero: lowest compared OMol25 entry of this formula, charge and spin) in kcal/mol: 46.3
Gap between HOMO and LUMO in eV: 9.76
SMILES: C/C=C(/C=O)NC(=O)[C@@H](CC)C(C)=O
HOMO energy in eV: -9.6

Charges per atom according to Löwdin partitioning, unit e: atom 1 (C): -0.0786, atom 2 (C): -0.0616, atom 3 (C): -0.2544, atom 4 (C): -0.2079, atom 5 (O): 0.0531, atom 6 (N): 0.1250, atom 7 (C): -0.4079, atom 8 (O): 0.0379, atom 9 (C): -0.1555, atom 10 (C): -0.1847, atom 11 (C): -0.1006, atom 12 (C): -0.3935, atom 13 (C): 0.0146, atom 14 (O): 0.0582, atom 15 (H): 0.1205, atom 16 (H): 0.0536, atom 17 (H): 0.0743, atom 18 (H): 0.1090, atom 19 (H): 0.1446, atom 20 (H): 0.1695, atom 21 (H): 0.1737, atom 22 (H): 0.1365, atom 23 (H): 0.1004, atom 24 (H): 0.0387, atom 25 (H): 0.0777, atom 26 (H): 0.0889, atom 27 (H): 0.1032, atom 28 (H): 0.0947, atom 29 (H): 0.0707

# 5
An isolated molecule of C10H15NO5S, computed with wB97M-V/def2-TZVPD.

```
! wB97M-V def2-TZVPD RIJCOSX def2/J DEFGRID3
* xyz 0 1
C -3.75735 1.91373 -0.53568
C -3.19296 1.14665 -1.60032
C -2.04892 0.53382 -2.65602
C -0.54973 0.42519 -1.99064
C -0.44242 1.06300 -0.46457
C 1.08589 1.15717 0.11863
O 1.97729 2.14633 -0.56041
S 3.57563 1.55376 -0.21920
O 4.41839 2.23250 -1.32749
O 4.14335 1.98960 1.16975
O 3.18182 -0.10816 -0.43076
C 1.95689 -0.19674 0.40919
C 1.22099 -1.64558 0.61229
C 0.50777 -1.80950 2.09758
C -0.98565 -2.53466 1.94416
N -2.24044 -1.78917 1.50624
O -1.03516 -3.86406 2.21249
H -4.04293 2.46639 0.48307
H -2.44270 -0.54526 -2.93223
H -1.98286 1.18073 -3.65700
H -0.24952 -0.72561 -2.01049
H 0.27196 1.00183 -2.63270
H -0.83279 2.18909 -0.54491
H -1.17348 0.48063 0.27254
H 0.92839 1.64155 1.19368
H 2.37778 0.02030 1.50461
H 2.03313 -2.48831 0.39323
H 0.37288 -1.81418 -0.18142
H 1.13763 -2.43337 2.86394
H 0.29205 -0.69712 2.46543
H -2.13427 -1.59576 0.46796
H -2.37068 -0.89478 2.02905
*
```

Results
M in g mol⁻¹: 261.3
LUMO energy in eV: -0.335
Relative energy (zero: lowest compared OMol25 entry of this formula, charge and spin) in kcal/mol: 265.7
Gap between HOMO and LUMO in eV: 9.65
SMILES: C#CCCC[C@@H]1OS(=O)(=O)O[C@@H]1CCC(N)=O
HOMO energy in eV: -10.0

Charges per atom according to Löwdin partitioning, unit e: atom 1 (C): 0.0333, atom 2 (C): -0.0944, atom 3 (C): -0.1969, atom 4 (C): -0.1927, atom 5 (C): -0.1441, atom 6 (C): -0.2675, atom 7 (O): -0.2121, atom 8 (S): 0.8987, atom 9 (O): -0.3087, atom 10 (O): -0.3071, atom 11 (O): -0.2061, atom 12 (C): -0.2775, atom 13 (C): -0.1064, atom 14 (C): -0.0967, atom 15 (C): -0.2924, atom 16 (N): 0.0562, atom 17 (O): -0.0418, atom 18 (H): 0.0623, atom 19 (H): 0.1088, atom 20 (H): 0.1254, atom 21 (H): 0.1093, atom 22 (H): 0.1337, atom 23 (H): 0.1369, atom 24 (H): 0.1007, atom 25 (H): 0.1630, atom 26 (H): 0.1490, atom 27 (H): 0.1489, atom 28 (H): 0.1008, atom 29 (H): 0.1317, atom 30 (H): 0.1230, atom 31 (H): 0.0824, atom 32 (H): 0.0803

# 6
An isolated molecule of C10H15NOS, computed with wB97M-V/def2-TZVPD.

```
! wB97M-V def2-TZVPD RIJCOSX def2/J DEFGRID3
* xyz 0 1
C 2.58445 -2.30537 0.39120
C 1.41188 -1.45596 0.08412
N 0.92319 -1.04877 -1.03665
S 1.67157 -1.70179 -2.43902
O 0.92344 -0.92346 1.20906
C -0.27363 -0.16519 1.17669
C -1.35971 -1.17931 0.94158
C -1.99501 -1.22759 -0.20990
C -1.60695 -0.52450 -1.40383
C -0.76616 0.56841 -1.29823
C -0.43553 1.01865 0.06317
C -1.68517 1.81292 0.66195
C 0.86273 1.77548 0.11627
H 2.74255 -2.79755 -0.58365
H 2.12540 -2.88384 1.23703
H 3.40835 -1.79970 0.79528
H 0.90951 -1.01155 -3.28169
H -0.15810 0.20927 2.20408
H -1.69783 -1.79422 1.73281
H -2.95857 -1.91046 -0.23952
H -2.13516 -0.85397 -2.22213
H -0.33323 0.99126 -2.13174
H -2.49505 1.09156 0.75837
H -1.96968 2.52765 -0.09922
H -1.27108 2.40661 1.44449
H 0.56929 2.80326 0.05303
H 1.43182 1.46192 -0.80537
H 1.35867 1.50382 1.01750
*
```

Results
M in g mol⁻¹: 197.3
LUMO energy in eV: 0.750
Relative energy (zero: lowest compared OMol25 entry of this formula, charge and spin) in kcal/mol: 42.9
Gap between HOMO and LUMO in eV: 8.54
SMILES: C/C(=N\S)O[C@@H]1C=CC=CC1(C)C
HOMO energy in eV: -7.8

Charges per atom according to Löwdin partitioning, unit e: atom 1 (C): 0.0056, atom 2 (C): -0.5197, atom 3 (N): -0.3027, atom 4 (S): 0.7771, atom 5 (O): -0.0233, atom 6 (C): -0.2253, atom 7 (C): -0.0613, atom 8 (C): -0.1207, atom 9 (C): -0.0982, atom 10 (C): -0.0692, atom 11 (C): -0.4641, atom 12 (C): -0.0018, atom 13 (C): -0.0291, atom 14 (H): 0.0373, atom 15 (H): 0.1178, atom 16 (H): 0.0747, atom 17 (H): -0.1581, atom 18 (H): 0.1645, atom 19 (H): 0.0967, atom 20 (H): 0.1462, atom 21 (H): 0.0699, atom 22 (H): 0.0904, atom 23 (H): 0.0841, atom 24 (H): 0.0778, atom 25 (H): 0.0734, atom 26 (H): 0.0776, atom 27 (H): 0.1045, atom 28 (H): 0.0757